# 1
Density functional theory data (wB97M-V/def2-TZVPD) for C4H4O3 as an isolated structure in a non-equilibrium geometry.

ORCA input file:
```
! RIJCOSX wB97M-V def2-TZVPD def2/J DEFGRID3
* xyz 0 1
C 0.8893 -0.4568 -0.3416
O -1.4804 1.6726 0.6553
H -2.2283 -1.2218 -0.6813
C -1.2503 -0.6733 -0.3206
C -0.0726 -1.3214 -0.6385
O 0.4659 0.6403 0.2944
O 2.1902 -0.4310 0.0306
H 0.1922 -2.1430 -1.3422
H 2.5623 -1.2452 -0.3531
H -2.4120 1.3247 1.0677
C -0.8196 0.4900 0.2118
*
```

Relative energy (zero: lowest compared OMol25 entry of this formula, charge and spin), kJ/mol: 266.5
Total energy, a.u.: -380.44553



# 2
Density functional theory data (wB97M-V/def2-TZVPD) for C28H19I2N2Pt as an isolated structure in a non-equilibrium geometry.

ORCA input file:
```
! RIJCOSX wB97M-V def2-TZVPD def2/J DEFGRID3
* xyz -1 3
C -2.0557 4.2446 1.5156
H -3.4708 0.8699 -1.5490
Pt 0.6071 -1.2441 -1.1158
I -0.1472 -3.8022 -1.8403
C 3.2917 -5.1474 -4.1785
C 4.0524 -3.1011 -3.1438
C -5.2551 0.5080 -0.4304
N 1.2867 -1.5700 1.9306
C -0.0748 5.1944 2.4914
I -0.9204 -0.2141 5.2558
H 0.6149 2.2410 0.9901
C -1.1119 1.2811 -0.4967
H 2.0959 -1.8563 1.3927
C 4.8456 -1.0439 -2.1737
H -3.5110 2.3336 2.4700
C 1.2113 -1.2211 3.2296
C -1.4374 5.2498 2.2300
C 1.8273 -3.8987 -2.7483
C 4.2727 -4.2182 -3.9793
N 0.1203 -1.4092 1.3031
H -1.7488 -0.7065 1.9538
C 3.5669 -0.7802 -1.6770
H 0.4173 5.9820 3.0483
C -0.0866 -0.8096 3.4305
H 5.2367 -4.3060 -4.4674
C 0.6637 4.1160 2.0199
H 2.0351 -1.3019 3.9090
H 6.0663 -2.3837 -3.3153
H 1.3064 -5.7649 -3.6232
C -5.2825 1.3481 1.8132
H 3.4539 -5.9989 -4.8251
H -5.7854 1.4645 2.7658
C -3.3150 1.6784 0.4345
C 2.7674 -2.8697 -2.5559
C 2.0646 -5.0032 -3.5226
C -3.9788 0.9989 -0.6030
H -5.7440 -0.0162 -1.2436
H -2.0119 6.0959 2.5883
C -0.3418 0.5341 -1.1022
C -1.3304 3.1333 1.0526
C -0.7314 -0.9405 2.1939
C -5.9184 0.6726 0.7796
H -6.9130 0.2665 0.9140
C 5.0867 -2.1811 -2.9015
H -3.1095 4.3238 1.2879
C 2.5111 -1.6720 -1.8158
C 0.0503 3.1012 1.3215
C -1.9357 2.0704 0.2954
H 1.7295 4.0710 2.2129
H 3.4033 0.1636 -1.1671
H 5.6437 -0.3320 -1.9971
C -4.0093 1.8483 1.6439
*
```

Relative energy (zero: lowest compared OMol25 entry of this formula, charge and spin), kJ/mol: 31.7
Total energy, a.u.: -1902.51261



# 3
Density functional theory data (wB97M-V/def2-TZVPD) for C2HCl2NS as an isolated structure in a non-equilibrium geometry.

ORCA input file:
```
! RIJCOSX wB97M-V def2-TZVPD def2/J DEFGRID3
* xyz 0 1
C 1.2660 -2.5182 -0.3490
N 1.3691 -3.6330 -0.1553
S -0.6194 -0.7594 -0.2103
H -0.3009 0.5985 -0.0277
Cl 1.8941 -0.4775 -2.4732
C 1.0293 -1.0487 -0.4247
Cl 2.1526 -0.3288 0.7075
*
```

Relative energy (zero: lowest compared OMol25 entry of this formula, charge and spin), kJ/mol: 137.0
Total energy, a.u.: -1450.05596